{
  "formula": "C22H30BrCl3FGeIrN6O3SSi",
  "method": "ωB97M-V/def2-TZVPD",
  "elements": ["Ir", "C", "Si", "C", "C", "N", "C", "C", "C", "C", "C", "C", "F", "H", "H", "H", "H", "H", "H", "H", "H", "H", "H", "H", "H", "H", "C", "N", "C", "N", "O", "H", "H", "H", "H", "H", "H", "C", "C", "C", "N", "N", "C", "N", "S", "H", "H", "H", "H", "H", "H", "H", "Br", "C", "C", "C", "C", "C", "C", "C", "O", "O", "H", "H", "H", "H", "Cl", "Ge", "Cl", "Cl"],
  "coordinates": [[-0.622587, 0.121224, 0.000849], [2.024665, -3.522686, 1.252404], [1.241404, -1.851275, 1.528613], [2.227379, -0.802788, 2.717731], [-0.504538, -2.198833, 2.143781], [1.026652, -1.024097, -0.040213], [1.996746, -1.080125, -1.051506], [3.331226, -1.419110, -0.774778], [4.297968, -1.505749, -1.762599], [3.987089, -1.236716, -3.085994], [2.685646, -0.883933, -3.404083], [1.745657, -0.814138, -2.400337], [0.460970, -0.524818, -2.782814], [1.628037, -4.223472, 1.992609], [3.108232, -3.508512, 1.364769], [1.792250, -3.914860, 0.259819], [3.230382, -1.211036, 2.860418], [1.752138, -0.760755, 3.702415], [2.315155, 0.218362, 2.348263], [-0.514811, -2.330059, 3.229665], [-0.866436, -3.125071, 1.689161], [-1.245107, -1.423103, 1.927994], [3.614965, -1.586367, 0.254803], [5.310118, -1.775123, -1.489743], [4.742581, -1.287373, -3.857596], [2.378056, -0.677646, -4.421213], [-2.979467, -4.445840, -1.208188], [-2.833657, -3.010114, -1.041737], [-1.761389, -2.312963, -1.399376], [-0.682531, -2.942441, -1.866402], [-1.788884, -1.038300, -1.272976], [-3.908700, -4.754756, -0.740770], [-2.161116, -4.974099, -0.716611], [-3.013546, -4.725369, -2.262935], [-3.615402, -2.460215, -0.725575], [-0.726736, -3.904062, -2.157058], [0.058153, -2.370467, -2.240873], [2.263578, 3.007563, -3.514320], [1.273617, 4.025030, -2.954024], [0.204114, 3.376876, -2.133648], [0.299565, 2.219780, -1.602951], [-0.827585, 1.863517, -0.895946], [-1.767013, 2.805423, -0.851760], [-2.928140, 2.731116, -0.208169], [-1.312431, 4.174259, -1.789747], [3.025501, 3.521155, -4.098372], [1.753875, 2.290098, -4.157046], [2.751744, 2.458475, -2.710114], [0.801540, 4.597077, -3.754985], [1.792489, 4.743699, -2.313848], [-3.098305, 1.967495, 0.431952], [-3.592936, 3.480490, -0.275588], [-4.233145, 2.224769, 6.316618], [-2.570762, 2.291910, 5.429043], [-1.470297, 2.842002, 6.071411], [-0.242256, 2.875976, 5.423638], [-0.115116, 2.371524, 4.140936], [-1.230321, 1.830786, 3.507992], [-2.466116, 1.786632, 4.147168], [-1.100623, 1.270178, 2.156517], [0.029024, 1.222095, 1.563745], [-2.094831, 0.789518, 1.522524], [-1.574044, 3.239115, 7.071799], [0.615673, 3.300795, 5.926965], [0.836419, 2.385927, 3.626552], [-3.322294, 1.352008, 3.650565], [-3.916107, 1.380978, -3.128894], [-1.994357, 0.468881, -3.546484], [-2.428282, -1.373099, -4.588055], [-1.092735, 1.764641, -5.033393]],
  "forces_ev_per_angstrom": [[-0.5, -1.0, 1.4], [0.0, -0.1, 0.0], [0.0, 0.3, -0.3], [0.0, -0.1, 0.2], [0.0, 0.1, 0.0], [0.4, 0.3, -1.2], [-0.2, -0.2, 0.3], [0.1, 0.1, 0.0], [0.0, 0.0, 0.1], [0.0, 0.1, -0.1], [0.0, 0.0, 0.0], [0.1, -0.1, 0.0], [0.1, 0.1, 0.0], [0.0, 0.0, 0.0], [0.0, 0.0, 0.0], [0.0, 0.0, 0.0], [0.0, 0.0, 0.0], [0.0, 0.0, 0.0], [0.0, 0.0, 0.0], [0.0, 0.0, 0.0], [0.0, 0.0, 0.0], [-0.1, 0.0, 0.1], [0.0, 0.0, 0.0], [0.0, 0.0, 0.0], [0.0, 0.0, 0.0], [0.0, 0.0, 0.0], [0.0, 0.0, 0.0], [-0.2, 0.0, 0.0], [0.3, 0.1, 0.0], [-0.1, -0.1, -0.1], [-0.2, -0.1, -0.2], [0.0, 0.0, 0.0], [0.0, 0.0, 0.0], [0.0, 0.0, 0.0], [0.0, 0.0, 0.0], [0.0, 0.0, 0.1], [-0.1, -0.1, 0.1], [0.0, 0.0, 0.0], [0.0, -0.1, 0.0], [0.0, 0.1, 0.0], [0.0, -0.1, 0.0], [0.2, 0.4, -0.3], [0.2, -0.2, 0.0], [0.0, 0.0, 0.1], [0.0, 0.1, -0.1], [0.0, 0.0, 0.0], [0.0, 0.0, 0.0], [0.0, 0.0, 0.0], [0.0, 0.0, 0.0], [0.0, 0.0, 0.0], [0.0, 0.0, 0.0], [0.0, 0.0, 0.0], [0.0, 0.0, 0.0], [0.0, 0.0, 0.0], [0.0, 0.0, 0.0], [0.0, 0.0, 0.0], [0.0, 0.0, 0.0], [0.0, 0.0, 0.0], [0.0, 0.0, 0.0], [-0.1, 0.2, 0.1], [0.2, -0.1, 0.5], [-0.2, 0.2, -0.2], [0.0, 0.0, 0.0], [0.0, 0.0, 0.0], [0.0, 0.0, 0.0], [0.0, 0.0, 0.0], [-0.1, 0.0, 0.1], [-0.1, 0.1, -0.2], [0.0, -0.1, 0.0], [0.1, 0.1, 0.0]],
  "lumo_ev": [-3.58, -4.45],
  "charge": 1,
  "energy_ev": -226778.203,
  "de_lowest_ev": 0.9976,
  "orbital_gap_ev": [6.6, 5.7],
  "e_homo_ev": [-10.1454, -10.1460],
  "spin_multiplicity": 2
}


{
  "formula": "C22H30Cl2IrN2O2SeSi2",
  "method": "ωB97M-V/def2-TZVPD",
  "elements": ["Ir", "Cl", "C", "C", "C", "Cl", "C", "O", "C", "C", "O", "C", "H", "H", "H", "C", "N", "C", "Se", "N", "C", "C", "C", "C", "C", "C", "H", "H", "H", "H", "H", "H", "H", "H", "C", "Si", "C", "C", "C", "Si", "C", "C", "C", "H", "H", "H", "H", "H", "H", "H", "H", "H", "H", "H", "H", "H", "H", "H", "H", "H", "H", "H"],
  "coordinates": [[-1.110380, -0.215953, 0.896274], [-3.517393, 5.154198, 5.264849], [-2.716035, 4.054147, 4.216704], [-1.483541, 4.430522, 3.638137], [-0.792991, 3.582640, 2.811940], [0.727839, 4.069366, 2.153968], [-1.287994, 2.296631, 2.516919], [-0.572139, 1.486886, 1.784401], [-2.551841, 1.950186, 3.064720], [-3.165187, 0.746578, 2.722234], [-2.763667, -0.137886, 1.897602], [-3.247551, 2.835467, 3.936337], [-1.073820, 5.408857, 3.854373], [-4.121952, 0.508035, 3.187151], [-4.193718, 2.536703, 4.368898], [0.248825, 3.274830, -1.276922], [0.201740, 2.182446, -2.243822], [-0.621294, 1.135491, -2.229510], [-2.070353, 0.818463, -1.053619], [-0.329831, 0.342362, -3.268583], [0.726728, 0.882633, -3.986736], [1.404722, 0.450758, -5.124758], [2.429109, 1.259071, -5.561760], [2.775230, 2.452376, -4.894054], [2.109120, 2.874095, -3.766145], [1.069171, 2.056921, -3.325031], [-0.403567, 3.042853, -0.441908], [-0.069844, 4.200344, -1.752832], [1.269388, 3.378561, -0.914294], [-0.861872, -0.479743, -3.512009], [1.138786, -0.462598, -5.639359], [2.981968, 0.976537, -6.447016], [3.586257, 3.052457, -5.282668], [2.375196, 3.791152, -3.258871], [1.754556, -2.460009, -1.811037], [1.563621, -1.638804, -0.157918], [2.781086, -2.304256, 1.063510], [1.907464, 0.229957, -0.291050], [-0.340661, -1.866531, 0.253024], [-0.829791, -3.386535, 1.408749], [-1.393596, -2.729690, 3.066457], [0.529468, -4.620580, 1.665340], [-2.208617, -4.183057, 0.453712], [2.800414, -2.411217, -2.125282], [1.149055, -1.987241, -2.585013], [1.479904, -3.516645, -1.761690], [3.763947, -1.938204, 0.754363], [2.825458, -3.390864, 1.077427], [2.607261, -1.952568, 2.082844], [2.012398, 0.527427, -1.337724], [2.844600, 0.475988, 0.213222], [1.155932, 0.881195, 0.166109], [-0.844191, -2.032165, -0.713488], [-0.756864, -1.928648, 3.460251], [-1.365903, -3.538143, 3.799948], [-2.418334, -2.366469, 3.014164], [1.341082, -4.248688, 2.287975], [0.949382, -4.977197, 0.722439], [0.089465, -5.480499, 2.176757], [-3.059097, -3.511205, 0.316581], [-2.561611, -5.064956, 0.993987], [-1.865537, -4.515786, -0.528267]],
  "forces_ev_per_angstrom": [[0.1, 0.3, -0.3], [0.0, 0.0, 0.0], [0.1, 0.1, 0.0], [-0.1, 0.0, 0.0], [0.2, 0.1, 0.1], [-0.1, -0.1, 0.1], [0.0, -0.3, 0.2], [0.3, 0.4, -0.1], [0.0, 0.1, -0.1], [0.0, -0.1, 0.2], [-0.8, 0.1, 0.2], [0.0, -0.1, -0.1], [0.0, 0.0, 0.0], [0.0, -0.1, 0.0], [0.0, 0.0, 0.0], [0.0, 0.0, 0.0], [0.0, 0.1, 0.0], [0.1, 0.1, 0.1], [0.0, -0.4, 0.1], [0.0, 0.0, -0.1], [0.0, 0.0, 0.0], [-0.1, 0.0, 0.0], [0.0, 0.1, 0.0], [0.0, -0.1, 0.0], [0.0, 0.0, 0.0], [0.0, 0.1, 0.0], [0.0, 0.0, 0.0], [0.0, 0.0, 0.0], [0.0, 0.0, 0.0], [0.0, 0.0, 0.0], [0.0, 0.0, 0.0], [0.0, 0.0, 0.0], [0.0, 0.0, 0.0], [0.0, 0.0, 0.0], [-0.1, -0.2, -0.1], [0.1, 0.8, -0.1], [-0.1, -0.2, 0.2], [0.0, -0.1, 0.0], [0.0, -0.5, -0.1], [-0.1, -0.1, 0.0], [0.0, 0.2, 0.0], [0.2, 0.1, -0.1], [-0.1, 0.1, 0.0], [0.0, 0.0, 0.0], [0.0, 0.0, 0.0], [0.0, 0.0, 0.0], [0.0, 0.0, 0.0], [0.0, 0.0, 0.0], [0.0, 0.0, 0.0], [0.0, 0.0, 0.0], [0.0, -0.1, 0.0], [0.1, 0.0, 0.0], [0.2, -0.2, 0.0], [0.0, 0.0, 0.0], [0.0, 0.0, 0.0], [0.0, 0.0, 0.0], [-0.1, 0.0, 0.1], [0.0, 0.0, 0.0], [0.0, 0.0, 0.0], [0.0, 0.0, 0.0], [0.0, 0.0, 0.0], [0.0, 0.0, 0.0]],
  "lumo_ev": [-7.97, -8.20],
  "charge": 2,
  "energy_ev": -139347.185,
  "de_lowest_ev": 0.8497,
  "orbital_gap_ev": [6.1, 5.9],
  "e_homo_ev": [-14.1083, -14.0747],
  "spin_multiplicity": 2
}


Look up the charge of the first one.
+1


Which value of charge does entry 1 give?
+1


Among the records above, which one has the highest charge?
C22H30Cl2IrN2O2SeSi2